{
  "formula": "C30H37N4O4S3V",
  "method": "the ωB97M-V functional and the def2-TZVPD basis",
  "spin_multiplicity": 2,
  "e_tot_ev": -104030.614,
  "homo_lumo_gap_ev": [5.400, 6.080],
  "total_charge": 3,
  "species": ["V", "N", "C", "C", "N", "H", "H", "H", "H", "H", "H", "H", "H", "C", "C", "C", "C", "C", "C", "C", "S", "O", "O", "N", "C", "C", "C", "C", "C", "N", "H", "H", "H", "H", "H", "H", "H", "H", "H", "H", "H", "O", "S", "C", "C", "C", "C", "S", "O", "C", "C", "C", "C", "C", "C", "C", "C", "C", "C", "C", "C", "H", "H", "H", "H", "H", "H", "H", "H", "H", "H", "H", "H", "H", "H", "H", "H", "H", "H"],
  "positions_angstrom": [[-1.2822, 1.1358, 0.0784], [-2.9587, 1.3030, -1.1646], [-3.6388, -0.0320, -1.2216], [-3.7656, -0.5021, 0.2048], [-2.4108, -0.4323, 0.8060], [-3.6100, 1.9985, -0.7951], [-2.7228, 1.6258, -2.1022], [-2.9925, -0.7025, -1.7897], [-4.6015, 0.0406, -1.7250], [-4.1437, -1.5235, 0.2460], [-4.4456, 0.1337, 0.7741], [-1.8722, -1.3236, 0.5314], [-2.4547, -0.4098, 1.8245], [3.2048, 4.6205, 6.0175], [2.3215, 3.7786, 5.1533], [1.2883, 3.0242, 5.7219], [0.4892, 2.2090, 4.9498], [0.7284, 2.1596, 3.5720], [1.7471, 2.9033, 2.9713], [2.5354, 3.7041, 3.7702], [-0.2986, 1.1758, 2.6267], [0.4012, 0.8021, 1.3397], [-0.8787, 0.0942, 3.3438], [-1.5195, 2.0142, 1.8851], [-1.2110, 3.3010, 1.3876], [-1.1464, 4.5065, 2.0530], [-0.9375, 5.6319, 1.2667], [-0.8156, 5.5220, -0.1190], [-0.8970, 4.2793, -0.7048], [-1.0747, 3.1861, 0.0588], [2.6643, 5.0134, 6.8765], [3.6399, 5.4479, 5.4606], [4.0260, 4.0089, 6.3998], [1.1226, 3.0715, 6.7905], [-0.2910, 1.6070, 5.3976], [1.9255, 2.8350, 1.9062], [3.3401, 4.2763, 3.3273], [-1.2778, 4.5626, 3.1242], [-0.8862, 6.6073, 1.7331], [-0.6663, 6.3980, -0.7335], [-0.8122, 4.1331, -1.7735], [-0.1737, 0.4401, -1.0984], [1.4465, 0.4411, -1.2564], [1.8603, -1.2405, -0.7251], [1.4192, -2.4117, -1.5911], [1.6888, -3.7522, -0.8881], [0.9826, -3.9633, 0.4472], [-0.8223, -3.8949, 0.4519], [-1.1695, -2.5396, -0.1822], [-1.1948, -5.1311, -0.7656], [-1.1388, -6.4585, -0.3582], [-1.4042, -7.4530, -1.2851], [-1.7408, -7.1153, -2.5905], [-1.8161, -5.7835, -2.9754], [-1.5400, -4.7775, -2.0605], [1.6836, 0.5420, -2.9779], [0.9393, -0.1939, -3.9065], [1.2571, -0.0559, -5.2424], [2.3031, 0.7819, -5.6347], [3.0186, 1.5153, -4.7024], [2.7004, 1.4158, -3.3543], [1.4554, -1.2769, 0.2864], [2.9517, -1.1717, -0.6467], [1.9635, -2.3991, -2.5352], [0.3590, -2.3334, -1.8067], [2.7603, -3.8743, -0.7088], [1.4089, -4.5508, -1.5765], [1.2729, -3.2372, 1.2111], [1.2206, -4.9484, 0.8549], [-0.9037, -6.7163, 0.6682], [-1.3643, -8.4910, -0.9851], [-1.9600, -7.8951, -3.3070], [-2.0962, -5.5307, -3.9891], [-1.6129, -3.7335, -2.3364], [0.1219, -0.8284, -3.5957], [0.6955, -0.6042, -5.9863], [2.5519, 0.8697, -6.6839], [3.8157, 2.1730, -5.0204], [3.2381, 1.9978, -2.6163]],
  "forces_ev_per_angstrom": [[0.0, -0.1, 0.6], [-0.1, 0.0, 0.0], [0.0, 0.0, -0.1], [0.0, -0.1, 0.1], [0.3, 0.1, -0.1], [0.0, 0.0, 0.0], [0.0, 0.0, 0.0], [0.0, 0.0, 0.0], [0.0, 0.0, 0.0], [0.0, 0.0, 0.0], [0.0, 0.0, 0.0], [-0.1, 0.1, 0.0], [0.0, -0.1, 0.0], [0.0, 0.0, 0.0], [0.0, 0.0, 0.0], [0.0, 0.0, 0.0], [0.0, 0.0, 0.0], [-0.1, 0.0, 0.1], [0.0, 0.0, 0.0], [0.0, 0.0, 0.0], [0.1, 0.0, -0.3], [-0.2, -0.1, 0.0], [0.0, 0.0, 0.1], [-0.1, 0.1, 0.1], [-0.1, -0.1, 0.1], [0.0, 0.1, -0.1], [0.0, 0.0, 0.1], [0.0, 0.0, -0.1], [0.0, 0.0, 0.0], [0.0, 0.0, -0.1], [0.0, 0.0, 0.0], [0.0, 0.0, 0.0], [0.0, 0.0, 0.0], [0.0, 0.0, 0.0], [0.0, 0.0, 0.0], [0.0, 0.0, 0.0], [0.0, 0.0, 0.0], [0.0, 0.0, 0.0], [0.0, 0.0, 0.0], [0.0, 0.0, 0.0], [0.0, 0.0, 0.0], [0.3, 0.1, -0.5], [0.0, -0.4, 0.1], [0.1, 0.1, -0.2], [0.1, 0.1, 0.0], [0.0, 0.0, 0.0], [0.0, 0.0, 0.0], [-0.1, 0.1, -0.1], [0.0, -0.1, 0.2], [0.0, 0.0, 0.0], [0.0, 0.0, 0.0], [0.0, 0.0, 0.0], [0.0, 0.0, 0.0], [0.0, 0.0, 0.0], [0.0, 0.0, 0.0], [-0.2, -0.1, 0.0], [0.1, 0.1, 0.0], [0.0, 0.0, 0.0], [0.0, 0.0, 0.0], [0.0, 0.0, 0.1], [0.1, 0.0, -0.1], [0.0, 0.1, 0.0], [0.0, 0.0, 0.0], [0.1, 0.0, 0.0], [-0.1, 0.0, 0.0], [0.0, 0.0, 0.0], [0.0, 0.0, 0.0], [0.0, 0.0, 0.0], [0.0, 0.0, 0.0], [0.0, 0.0, 0.0], [0.0, 0.0, 0.0], [0.0, 0.0, 0.0], [0.0, 0.0, 0.0], [0.0, 0.0, 0.0], [0.0, -0.1, 0.0], [0.0, 0.0, 0.0], [0.0, 0.0, 0.0], [0.0, 0.0, 0.0], [0.0, 0.0, 0.0]]
}